Entry 1:
The following is a DFT calculation (ωB97M-V with the def2-TZVPD basis set) of 9 unconnected molecules or ions with the total composition C41H84N4O33PS9Si at a distorted geometry.

The frontier orbital gap is 0.2055 hartree. The value obtained for the total energy is -232075.0916 eV. The total charge is +1. For the HOMO energy, the calculation gives -9.34 eV. The relative energy (zero: lowest compared OMol25 entry of this formula, charge and spin) is 59.2 kcal/mol. As for the spin multiplicity: 1.

Last column: Löwdin charge in e.
Geometry (Å):
1 C 1.340627 2.970097 1.617950  -0.086
2 C 1.002907 2.010356 2.846689  -0.239
3 C 0.850097 0.532536 2.291075  -0.203
4 N -0.206220 -0.304196 2.962072  -0.250
5 P -0.093654 -0.307589 4.699156  0.438
6 S -1.709158 -1.073775 5.503941  0.206
7 C -1.523409 -0.007442 2.487575  -0.337
8 N -2.100722 1.299970 2.653836  0.064
9 C -3.415200 1.274207 3.369297  -0.211
10 C -4.565486 1.954347 2.507333  -0.145
11 C -5.162989 0.814464 1.584390  -0.220
12 C -6.574502 1.131614 0.966855  -0.179
13 C -6.316403 1.878680 -0.405576  -0.187
14 C -6.344378 0.863216 -1.612514  -0.186
15 C -5.114166 -0.128455 -1.679185  -0.205
16 C -3.707881 0.575717 -1.893026  -0.207
17 C -3.393380 0.708715 -3.455983  -0.165
18 C -2.344079 -0.402659 -3.925420  -0.174
19 C -0.901312 0.242213 -4.166078  -0.168
20 C -0.044510 0.062225 -2.849729  -0.127
21 N 1.101592 0.995385 -2.795872  -0.135
22 C 1.546548 1.758378 -3.877096  -0.061
23 C 2.681062 2.498999 -3.370974  -0.093
24 C 2.932203 2.134501 -1.958899  -0.055
25 C 1.866104 1.178986 -1.657656  -0.119
26 N -2.145121 -0.953384 1.855679  0.188
27 C -1.583330 -2.315951 1.599621  -0.108
28 C -1.624611 -3.278580 2.851231  -0.274
29 O -1.780424 -4.660687 2.519294  -0.218
30 Si -0.483028 -5.249490 1.545321  0.486
31 C -1.085665 -5.096716 -0.281729  -0.180
32 C 1.177337 -4.356408 1.799639  -0.161
33 C -0.163273 -7.093436 1.949306  -0.177
34 H 2.452355 3.105856 1.514352  0.086
35 H 0.800014 3.941256 1.747260  0.077
36 H 0.995022 2.534015 0.646349  0.050
37 H 0.111161 2.355648 3.426748  0.072
38 H 1.889761 2.021935 3.543722  0.111
39 H 1.859672 0.019712 2.466781  0.114
40 H 0.690794 0.481563 1.177322  0.110
41 H 0.989315 -1.181749 5.045199  0.015
42 H 0.076676 0.993335 5.239761  -0.006
43 H -2.275714 1.666865 1.706939  0.135
44 H -3.303768 1.917854 4.291221  0.096
45 H -3.719282 0.263783 3.745799  0.090
46 H -4.065447 2.711057 1.833758  0.118
47 H -5.344822 2.444302 3.141710  0.124
48 H -4.397588 0.598729 0.785697  0.071
49 H -5.229162 -0.119538 2.219370  0.116
50 H -7.239435 1.673341 1.679276  0.095
51 H -7.033838 0.136355 0.697791  0.111
52 H -5.348571 2.457440 -0.369855  0.098
53 H -7.171667 2.596691 -0.549712  0.116
54 H -7.256670 0.219755 -1.471307  0.117
55 H -6.420722 1.366943 -2.611911  0.115
56 H -5.088276 -0.732381 -0.726840  0.090
57 H -5.292115 -0.867809 -2.513123  0.106
58 H -3.661310 1.585858 -1.391785  0.095
59 H -2.886897 -0.037385 -1.415418  0.076
60 H -4.364053 0.603463 -4.010595  0.108
61 H -3.032717 1.754630 -3.623534  0.105
62 H -2.728928 -0.807612 -4.893462  0.091
63 H -2.267578 -1.173832 -3.119441  0.088
64 H -1.094947 1.333654 -4.365296  0.106
65 H -0.419083 -0.199346 -5.064558  0.090
66 H 0.287589 -1.007789 -2.712593  0.135
67 H -0.731869 0.295008 -1.984143  0.107
68 H 1.149589 1.812556 -4.905929  0.095
69 H 3.260630 3.212394 -3.991996  0.082
70 H 3.737895 2.502256 -1.286269  0.092
71 H 1.766501 0.688063 -0.669766  0.069
72 H -3.077670 -0.769728 1.472225  0.146
73 H -2.231590 -2.782665 0.804066  0.134
74 H -0.567562 -2.154798 1.162807  0.120
75 H -2.541470 -2.991186 3.441315  0.107
76 H -0.716252 -3.111581 3.480784  0.086
77 H -0.514643 -5.816860 -0.915092  0.047
78 H -2.193054 -5.307679 -0.258035  0.044
79 H -0.960683 -4.023092 -0.574772  0.020
80 H 1.106429 -3.269873 2.060760  0.016
81 H 1.776146 -4.842678 2.618519  0.053
82 H 1.748482 -4.441428 0.834984  0.056
83 H 0.680975 -7.452449 1.288110  0.047
84 H 0.214066 -7.186176 3.006434  0.043
85 H -1.049683 -7.744278 1.751321  0.040
86 C 5.404316 -2.596441 1.736411  -0.156
87 C 6.362308 -1.559907 1.179724  -0.180
88 O 5.610334 -0.882849 0.161320  -0.167
89 S 4.059652 -0.841613 0.582417  0.604
90 O 3.790512 0.425149 1.188472  -0.241
91 O 3.287133 -1.361009 -0.492889  -0.223
92 O 4.123566 -1.950424 1.753298  -0.202
93 H 5.337366 -3.467082 1.078327  0.140
94 H 5.680235 -2.919424 2.733823  0.105
95 H 7.259297 -2.002811 0.762771  0.124
96 H 6.640244 -0.825568 1.935887  0.120
97 C 6.149139 2.136849 -4.930673  -0.180
98 C 6.177829 3.347339 -5.842006  -0.165
99 O 7.565824 3.622139 -6.046382  -0.180
100 S 8.392459 2.233146 -6.019262  0.643
101 O 8.594802 1.805616 -7.363096  -0.223
102 O 9.457147 2.361903 -5.087032  -0.251
103 O 7.232528 1.311407 -5.371233  -0.182
104 H 6.335332 2.419070 -3.894678  0.088
105 H 5.206461 1.594535 -4.993533  0.130
106 H 5.675131 4.208657 -5.405506  0.134
107 H 5.731978 3.121264 -6.814564  0.134
108 C -2.295126 2.648436 -8.579151  -0.164
109 C -2.006939 1.301041 -9.212342  -0.163
110 O -0.585657 1.158298 -9.138018  -0.179
111 S -0.047010 1.897564 -7.810191  0.632
112 O 0.114020 0.919884 -6.784347  -0.250
113 O 0.989833 2.792862 -8.181443  -0.205
114 O -1.378992 2.749167 -7.484586  -0.189
115 H -2.087340 3.465795 -9.273840  0.136
116 H -3.321761 2.727027 -8.225344  0.137
117 H -2.345562 1.245115 -10.244929  0.139
118 H -2.459242 0.488325 -8.637509  0.134
119 C -3.748885 -5.446285 -4.348839  -0.160
120 C -3.534978 -4.440833 -3.233685  -0.168
121 O -3.518935 -3.167881 -3.884280  -0.225
122 S -4.506268 -3.217271 -5.169171  0.616
123 O -5.758538 -2.660132 -4.789765  -0.219
124 O -3.781839 -2.778601 -6.310108  -0.218
125 O -4.670880 -4.820891 -5.244372  -0.179
126 H -2.820935 -5.637416 -4.893486  0.137
127 H -4.153784 -6.388348 -3.982779  0.139
128 H -2.603997 -4.608749 -2.694383  0.112
129 H -4.370512 -4.449539 -2.527724  0.136
130 C -10.374276 2.242182 3.967502  -0.163
131 C -11.359060 1.107671 4.175083  -0.164
132 O -11.365782 0.396477 2.934098  -0.181
133 S -9.901632 0.483104 2.263402  0.604
134 O -9.188692 -0.706215 2.583190  -0.223
135 O -10.043466 0.958987 0.932290  -0.216
136 O -9.318668 1.680407 3.180828  -0.212
137 H -10.825216 3.059197 3.399197  0.136
138 H -9.984677 2.628117 4.908065  0.137
139 H -12.357868 1.463435 4.419688  0.140
140 H -11.016341 0.423171 4.955415  0.135
141 C 9.988487 0.834753 -0.897777  -0.163
142 C 9.747381 2.038344 -0.006333  -0.170
143 O 9.146204 3.011802 -0.860667  -0.178
144 S 8.252075 2.258600 -1.978852  0.662
145 O 6.892942 2.256776 -1.542934  -0.230
146 O 8.649258 2.725886 -3.267674  -0.245
147 O 8.850655 0.774850 -1.760592  -0.176
148 H 10.878667 0.971889 -1.516578  0.138
149 H 10.082917 -0.088477 -0.327948  0.130
150 H 10.666931 2.424710 0.429354  0.137
151 H 9.037739 1.803730 0.792116  0.129
152 C -2.694308 3.979877 6.721244  -0.179
153 C -2.606475 2.832648 7.711198  -0.179
154 O -2.463244 3.458096 8.985873  -0.184
155 S -3.263511 4.863715 8.980845  0.629
156 O -4.538640 4.656397 9.571600  -0.213
157 O -2.376564 5.885836 9.407437  -0.209
158 O -3.463945 4.984323 7.379657  -0.185
159 H -1.705317 4.394037 6.506445  0.135
160 H -3.172798 3.684694 5.788308  0.113
161 H -1.764151 2.172544 7.510108  0.124
162 H -3.530663 2.248319 7.722530  0.136
163 C 10.472711 -3.428689 4.594113  -0.156
164 C 10.148054 -2.231893 5.466079  -0.158
165 O 9.399722 -1.354474 4.617004  -0.177
166 S 8.541200 -2.232465 3.575165  0.638
167 O 7.217609 -2.360998 4.083016  -0.216
168 O 8.822913 -1.766865 2.264140  -0.229
169 O 9.302493 -3.634346 3.794342  -0.176
170 H 11.309756 -3.216523 3.924942  0.137
171 H 10.695328 -4.318553 5.180067  0.141
172 H 11.040697 -1.735869 5.841458  0.141
173 H 9.509706 -2.514971 6.306781  0.137

Atoms 1-3, force components in eV/Å:
C -0.208 -0.143 0.340
C 0.768 0.038 -0.944
C 1.476 0.191 0.143

Entry 2:
The following is a DFT calculation (ωB97M-V with the def2-TZVPD basis set) of a molecular structure, C29H31N6OPtS5 at a distorted geometry.

The frontier orbital gap is 0.2009 hartree. The value obtained for the total energy is -98980.5636 eV. The total charge is +1. For the HOMO energy, the calculation gives -9.80 eV. The relative energy (zero: lowest compared OMol25 entry of this formula, charge and spin) is 0.0 kcal/mol. As for the spin multiplicity: 1.

Last column: Löwdin charge in e.
Geometry (Å):
1 Pt 0.403346 0.447648 0.140615  0.767
2 C -1.339240 -1.951218 -1.062468  -0.082
3 N -0.883154 -0.602475 -1.459156  -0.251
4 C -0.007585 -0.654504 -2.638580  -0.167
5 C 1.399448 -1.051396 -2.250987  -0.163
6 N 2.031464 -0.015757 -1.413092  -0.253
7 C 2.476937 1.158683 -2.193132  -0.047
8 C 3.181735 -0.486837 -0.639806  -0.361
9 C 4.061264 -1.436969 -1.127367  -0.015
10 C 5.175194 -1.793379 -0.380033  -0.051
11 C 5.403977 -1.195129 0.850532  -0.052
12 C 4.525710 -0.234448 1.329663  -0.085
13 C 3.409604 0.122897 0.581984  -0.672
14 S 2.292316 1.330063 1.209588  0.647
15 C -2.037701 0.283976 -1.576524  -0.313
16 C -2.681672 0.515028 -2.777391  -0.022
17 C -3.807495 1.333716 -2.815550  -0.078
18 C -4.270672 1.925967 -1.651825  -0.067
19 C -3.622979 1.685572 -0.443739  -0.084
20 C -2.503531 0.865972 -0.401817  -0.589
21 S -1.685359 0.563322 1.137283  0.665
22 H -1.728962 -2.481914 -1.936027  0.114
23 H -2.137856 -1.853128 -0.338438  0.039
24 H -0.519087 -2.519871 -0.627364  0.053
25 H -0.006030 0.330808 -3.104135  0.100
26 H -0.376505 -1.376720 -3.372670  0.139
27 H 1.966685 -1.222703 -3.171345  0.139
28 H 1.391677 -1.979046 -1.678147  0.122
29 H 3.326904 0.882730 -2.820955  0.115
30 H 2.774503 1.947136 -1.505655  0.079
31 H 1.670863 1.528814 -2.821585  0.061
32 H 3.892856 -1.900785 -2.091365  0.118
33 H 5.859691 -2.538357 -0.761337  0.114
34 H 6.265154 -1.476925 1.440773  0.116
35 H 4.682112 0.232530 2.293199  0.115
36 H -2.336570 0.038409 -3.687566  0.120
37 H -4.336241 1.476870 -3.748859  0.112
38 H -5.137967 2.572367 -1.677604  0.114
39 H -3.978215 2.140377 0.472165  0.113
40 S -3.139849 -4.400183 3.974180  0.657
41 C -1.802996 -3.521109 3.609838  -1.068
42 S -1.690180 -2.732567 2.064060  0.961
43 C -0.075172 -2.198096 2.434622  -0.979
44 N 0.298891 -2.541090 3.608775  0.006
45 N -0.633332 -3.267887 4.284745  -0.111
46 C -0.263303 -3.633413 5.633386  -0.170
47 C 0.998752 -3.247271 6.085649  -0.028
48 C 1.399728 -3.570921 7.368812  -0.077
49 C 0.565177 -4.293652 8.210333  -0.084
50 C -0.689560 -4.660329 7.759500  -0.070
51 C -1.117665 -4.324541 6.479836  -0.042
52 S 1.104959 -1.432729 1.380958  0.678
53 H 1.654822 -2.696009 5.431723  0.099
54 H 2.373160 -3.246882 7.713146  0.106
55 H 0.890613 -4.562255 9.206431  0.106
56 H -1.364734 -5.202779 8.407998  0.109
57 H -2.110393 -4.595988 6.170669  0.024
58 N 0.037549 2.332623 -0.845549  0.087
59 C -0.263007 3.062540 -1.688995  -0.189
60 N -0.608363 3.882476 -2.638667  -0.056
61 C -0.397953 3.585746 -4.061229  -0.091
62 C -1.657603 3.967181 -4.823004  -0.174
63 O -2.039569 5.301969 -4.555137  -0.108
64 C -2.302947 5.512573 -3.178172  -0.171
65 C -1.052848 5.260387 -2.360281  -0.079
66 H -0.183298 2.525427 -4.191516  0.118
67 H 0.447897 4.173177 -4.427133  0.139
68 H -2.470146 3.281188 -4.554271  0.115
69 H -1.472342 3.903277 -5.893616  0.138
70 H -3.110595 4.850084 -2.842565  0.127
71 H -2.621283 6.547433 -3.071418  0.138
72 H -1.231668 5.381566 -1.294091  0.141
73 H -0.267361 5.948757 -2.680272  0.140

Atoms 1-3, force components in eV/Å:
Pt 0.864 -0.998 -1.236
C -0.018 -0.191 -0.259
N -0.102 0.541 0.706

Entry 3:
The following is a DFT calculation (ωB97M-V with the def2-TZVPD basis set) of a molecular structure, C30H25FMoN7O4STe.

The frontier orbital gap (spin up / spin down) is 0.2818 / 0.2543 hartree. The value obtained for the total energy is -72817.6167 eV. The total charge is +3. For the HOMO energy (spin up / spin down), the calculation gives -16.77 / -16.78 eV. The relative energy (zero: lowest compared OMol25 entry of this formula, charge and spin) is 5.9 kcal/mol. As for the spin multiplicity: 3.

Last column: Löwdin spin population.
Geometry (Å):
1 Mo -0.343237 0.319915 -0.153772  1.793
2 N -3.984840 1.896906 1.361773  0.006
3 C -3.255735 2.692598 2.237277  0.000
4 C -3.658443 3.665160 3.144710  0.001
5 C -2.669152 4.208434 3.937283  0.000
6 C -1.337862 3.773488 3.850140  0.001
7 C -0.947217 2.811679 2.940761  0.000
8 C -1.923720 2.290781 2.092983  0.003
9 N -1.868592 1.295010 1.111072  -0.002
10 C -3.128957 1.077815 0.742813  0.006
11 C -3.418461 -0.036013 -0.140534  0.002
12 C -4.579720 -0.579623 -0.592516  0.001
13 S -4.243009 -1.993775 -1.493599  0.006
14 C -2.581386 -1.751669 -1.275857  0.011
15 N -2.286491 -0.711231 -0.537633  0.007
16 H -4.988878 1.895099 1.259521  0.000
17 H -4.690481 3.973391 3.242091  0.000
18 H -2.929334 4.966668 4.662650  0.000
19 H -0.607838 4.191854 4.529551  0.000
20 H 0.064159 2.433683 2.941604  0.000
21 H -5.596068 -0.257102 -0.428495  0.000
22 H -1.834320 -2.402234 -1.707425  0.000
23 C -1.124274 -1.884779 3.683947  -0.002
24 C -1.254408 -1.146329 2.510458  0.018
25 N -0.230492 -0.885738 1.695292  -0.001
26 C 0.977696 -1.408953 2.037667  0.007
27 C 1.204488 -2.153381 3.201165  0.000
28 C 0.105587 -2.379574 4.045887  0.021
29 C 2.517935 -2.669614 3.451233  0.000
30 C 3.514573 -2.489467 2.556353  -0.001
31 C 3.284921 -1.774898 1.335739  0.001
32 C 4.250369 -1.624816 0.323279  0.017
33 C 3.903185 -0.973103 -0.833105  -0.002
34 C 2.618850 -0.443364 -0.979128  0.019
35 N 1.695515 -0.534456 -0.023120  -0.004
36 C 2.023233 -1.217696 1.104801  0.002
37 H -2.000562 -2.053669 4.293150  -0.001
38 H -2.218167 -0.753472 2.233156  0.001
39 H 0.228847 -2.951703 4.957019  0.001
40 H 2.687197 -3.226382 4.363511  0.000
41 H 4.500387 -2.898465 2.735087  0.000
42 H 5.241933 -2.040213 0.453832  0.001
43 H 4.602474 -0.862245 -1.650049  0.000
44 H 2.330144 0.069018 -1.884689  0.001
45 F -2.357048 4.907282 -5.632733  0.001
46 C -2.106043 4.122194 -4.614102  0.002
47 C -1.811151 2.830052 -4.771867  0.000
48 N -1.548038 2.011720 -3.664968  0.004
49 C -1.151271 0.611364 -3.833633  0.001
50 C 0.101399 0.434927 -2.977804  0.010
51 O 1.074613 1.117671 -3.153603  0.011
52 O -0.037765 -0.423026 -1.974831  0.077
53 C -1.554742 2.500866 -2.417804  0.003
54 O -1.316707 1.783520 -1.395927  0.021
55 N -1.856011 3.801463 -2.258115  0.002
56 C -2.162182 4.743015 -3.283423  0.000
57 O -2.417792 5.874382 -3.018031  0.000
58 H -1.762326 2.354991 -5.740313  0.000
59 H -0.918018 0.436412 -4.881423  0.000
60 H -1.950845 -0.054678 -3.517775  0.000
61 H -1.864916 4.169231 -1.313890  0.000
62 C 2.669583 2.885352 -1.161005  0.006
63 Te 1.179029 2.730814 0.345701  -0.048
64 C 2.577857 2.184766 1.861126  0.001
65 H 3.196007 3.811692 -0.936916  -0.001
66 H 2.200188 2.936005 -2.137378  0.000
67 H 3.351511 2.043474 -1.093459  0.000
68 H 2.683598 1.104407 1.902938  -0.001
69 H 2.260811 2.581646 2.820462  0.000
70 H 3.523549 2.641867 1.577508  0.000

Atoms 1-3, force components in eV/Å:
Mo -0.231 0.086 0.067
N 0.032 -0.097 -0.055
C 0.091 0.038 0.018